Entry w
Density functional theory data (ωB97M-V with the def2-TZVPD basis set) for a cluster of 2 separate species, C3H8O2 in total.

Cartesian coordinates (Å):
C (1.4630, -0.4046, 0.6906)
C (1.3096, -0.0379, -0.7306)
C (-0.0132, -0.5072, -1.2648)
O (-1.0667, -0.7379, -0.6724)
H (0.9206, -1.1301, 1.1840)
H (1.3166, 0.4699, 1.3560)
H (2.5332, -0.7642, 0.9156)
H (1.2525, 1.0201, -1.0491)
H (2.0012, -0.6949, -1.2687)
H (0.0925, -0.7171, -2.3851)
O (-1.5146, 1.3491, 1.5148)
H (-1.6382, 0.9657, 0.7190)
H (-2.3857, 1.6586, 1.6175)

Its multiplicity is 1. The orbital gap is 0.3984 Ha. The value obtained for the LUMO energy is 0.86 eV. For the molar mass, the calculation gives 76.09 g mol⁻¹.


Entry x
Density functional theory data (ωB97M-V with the def2-TZVPD basis set) for a structure of composition C3H8O2.

Cartesian coordinates (Å):
C (0.5668, -1.3928, -0.4003)
C (-0.2620, -0.1303, -0.4719)
O (-1.6251, -0.4586, -0.3756)
C (-0.0423, 0.8248, 0.7060)
O (-0.8690, 1.8612, 0.7590)
H (0.3398, -1.9378, 0.5218)
H (1.6367, -1.1554, -0.4245)
H (0.3373, -2.0443, -1.2477)
H (-0.0481, 0.4242, -1.4006)
H (-2.0730, 0.3914, -0.2124)
H (0.2578, 0.3331, 1.6508)
H (1.2486, 1.3289, 0.3935)
H (0.5325, 1.9556, 0.5020)

Its multiplicity is 1. The orbital gap is 0.3732 Ha. The value obtained for the LUMO energy is 0.49 eV. For the molar mass, the calculation gives 76.09 g mol⁻¹.


Entry y
Density functional theory data (ωB97M-V with the def2-TZVPD basis set) for a cluster of 2 separate species, C3H8O2 in total.

Cartesian coordinates (Å):
O (-1.7733, -0.1957, 0.2429)
C (-1.1825, 0.2390, -0.7309)
C (0.2337, -0.1147, -1.0629)
C (1.0931, -0.4963, 0.1582)
O (0.4210, -1.0159, 1.2725)
H (-1.7819, 0.8208, -1.4410)
H (0.1254, -0.9758, -1.7387)
H (0.7126, 0.6800, -1.6502)
H (1.8072, -1.2558, -0.1640)
H (1.6604, 0.3891, 0.4642)
H (-0.5347, -0.9286, 1.1264)
H (-0.1686, 1.3356, 2.0440)
H (-0.6122, 1.5183, 1.4795)

Its multiplicity is 1. The orbital gap is 0.3849 Ha. The value obtained for the LUMO energy is 0.61 eV. For the molar mass, the calculation gives 76.09 g mol⁻¹.


Which of them is the most stable? Correct choice: entry w.


Entry w
Density functional theory data (ωB97M-V with the def2-TZVPD basis set) for an isolated molecule of C3H8O2.

Cartesian coordinates (Å):
C (-0.9906, 1.2295, -0.1633)
C (-0.5476, -0.1532, 0.4499)
O (-0.9798, -1.1121, -0.4445)
C (0.9501, -0.1421, 0.6000)
O (1.6578, 0.1939, -0.5071)
H (-0.5917, 2.0108, 0.5108)
H (-0.4534, 1.3176, -1.1362)
H (-2.0811, 1.3831, -0.1408)
H (-0.9012, -0.2230, 1.5216)
H (-1.6385, -1.5278, 0.0741)
H (1.0577, 0.4309, 1.4990)
H (1.2426, -1.1307, 0.9581)
H (1.4704, -0.5200, -0.9936)

Its multiplicity is 1. The orbital gap is 0.3919 Ha. The value obtained for the LUMO energy is 0.77 eV. For the molar mass, the calculation gives 76.09 g mol⁻¹.


Entry x
Density functional theory data (ωB97M-V with the def2-TZVPD basis set) for a structure of composition C3H8O2.

Cartesian coordinates (Å):
C (-1.8802, 0.3240, -0.4555)
C (0.1573, -0.5417, 0.8776)
O (-0.5484, -0.1260, -0.7527)
C (1.4222, 0.2377, 0.7944)
O (2.4373, -0.1687, -0.1304)
H (-1.7607, 1.2269, 0.1397)
H (-2.3940, -0.4254, 0.1496)
H (-2.4112, 0.5354, -1.3892)
H (0.4134, -1.5771, 0.5786)
H (-0.6038, -0.9387, -1.2754)
H (1.2145, 1.3138, 0.6788)
H (1.8629, 0.1157, 1.7945)
H (2.0906, 0.0243, -1.0098)

Its multiplicity is 1. The orbital gap is 0.3027 Ha. The value obtained for the LUMO energy is 0.39 eV. For the molar mass, the calculation gives 76.09 g mol⁻¹.


Which of them is the most stable? Correct choice: entry w.


Entry w
Density functional theory data (ωB97M-V with the def2-TZVPD basis set) for a cluster of 2 separate species, C3H8O2 in total.

Cartesian coordinates (Å):
C (-1.1180, -0.8327, 0.3160)
C (-0.9191, 0.6784, 0.1739)
C (-0.0071, 1.0740, -0.9598)
O (0.4631, 0.2835, -1.7378)
H (-0.6245, -1.2728, 1.1774)
H (-2.1702, -1.0938, 0.1784)
H (-0.7209, -1.3778, -0.5524)
H (-0.4371, 1.0791, 1.0671)
H (-1.8913, 1.1713, 0.1511)
H (0.3611, 2.1062, -1.0498)
O (2.2344, -0.3159, 0.5249)
H (1.7524, -0.8041, -0.1256)
H (3.0771, -0.6951, 0.8365)

Its multiplicity is 1. The orbital gap is 0.3979 Ha. The value obtained for the LUMO energy is 0.91 eV. For the molar mass, the calculation gives 76.09 g mol⁻¹.


Entry x
Density functional theory data (ωB97M-V with the def2-TZVPD basis set) for a cluster of 2 separate species, C3H8O2 in total.

Cartesian coordinates (Å):
C (1.7512, -0.3967, 0.9715)
C (0.7377, -0.4543, -0.1869)
C (-0.4332, -1.1996, -0.1772)
O (-1.5426, -0.5168, -0.5951)
H (2.7928, -0.3779, 0.6342)
H (1.7904, -1.3437, 1.5045)
H (1.6987, 0.4197, 1.6765)
H (0.7940, 0.3448, -0.9740)
H (-0.8210, -1.8522, 0.5469)
H (-1.7573, -1.2868, -1.2561)
O (-1.9239, 2.3097, -0.9650)
H (-2.0422, 1.7042, -0.1423)
H (-1.0447, 2.6496, -1.0370)

Its multiplicity is 1. The orbital gap is 0.3583 Ha. The value obtained for the LUMO energy is 0.73 eV. For the molar mass, the calculation gives 76.09 g mol⁻¹.


Which of them is the most stable? Correct choice: entry w.


Entry w
Density functional theory data (ωB97M-V with the def2-TZVPD basis set) for an isolated molecule of C4H2O2.

Cartesian coordinates (Å):
O (0.7293, -1.7317, 0.2186)
C (1.0452, -0.7477, -0.3966)
C (0.1907, 0.4823, -0.4445)
C (0.3017, 1.6517, -0.9982)
C (-1.1016, 0.4459, 0.4065)
O (-1.0354, 0.4341, 1.5985)
H (1.9791, -0.6941, -0.9783)
H (-2.0437, 0.3787, -0.1603)

Its multiplicity is 1. The orbital gap is 0.3432 Ha. The value obtained for the LUMO energy is -1.68 eV. For the molar mass, the calculation gives 82.06 g mol⁻¹.


Entry x
Density functional theory data (ωB97M-V with the def2-TZVPD basis set) for an isolated molecule of C4H2O2.

Cartesian coordinates (Å):
C (-0.5234, -0.1894, -0.8118)
C (0.8069, 0.7042, 1.1804)
C (-0.3573, 0.0570, -2.0497)
C (-0.1561, -0.0429, 0.5321)
O (-0.1839, -0.0324, -3.2107)
O (-0.6199, -1.0326, 1.2743)
H (1.0224, 1.6816, 1.1520)
H (0.0112, -1.1455, 1.9335)

Its multiplicity is 1. The orbital gap (spin up / spin down) is 0.2832 / 0.2435 Ha. The value obtained for the LUMO energy (spin up / spin down) is -1.68 / -2.57 eV. For the molar mass, the calculation gives 82.06 g mol⁻¹.


Which of them is the most stable? Correct choice: entry w.


Entry w
Density functional theory data (ωB97M-V with the def2-TZVPD basis set) for an isolated molecule of C4H2O2.

Cartesian coordinates (Å):
O (-1.3677, 1.2328, 0.4293)
C (-1.2787, 0.1270, -0.0414)
C (0.0783, -1.9016, -0.0987)
C (0.0442, -0.5941, -0.0800)
C (1.2722, 0.2847, 0.0586)
O (2.4004, -0.0613, -0.1579)
H (-2.1415, -0.3939, -0.4843)
H (0.9928, 1.3064, 0.3743)

Its multiplicity is 1. The orbital gap is 0.3327 Ha. The value obtained for the LUMO energy is -1.66 eV. For the molar mass, the calculation gives 82.06 g mol⁻¹.


Entry x
Density functional theory data (ωB97M-V with the def2-TZVPD basis set) for an isolated molecule of C4H2O2.

Cartesian coordinates (Å):
O (-2.1661, -1.1494, -0.5633)
C (-2.0275, -0.2559, 0.2465)
C (-0.6351, -0.0143, 0.7492)
O (0.0700, 0.3439, -0.3148)
C (1.3966, 0.3265, -0.2282)
C (2.5904, 0.2846, -0.2950)
H (-2.8843, 0.2389, 0.7421)
H (3.6561, 0.2256, -0.3365)

Its multiplicity is 1. The orbital gap is 0.3217 Ha. The value obtained for the LUMO energy is -0.93 eV. For the molar mass, the calculation gives 82.06 g mol⁻¹.


Entry y
Density functional theory data (ωB97M-V with the def2-TZVPD basis set) for an isolated molecule of C4H2O2.

Cartesian coordinates (Å):
C (1.8626, -0.6245, -0.3866)
C (0.8248, -0.0391, -0.2093)
C (-0.3318, 0.7992, 0.0106)
O (-0.2799, 2.0019, -0.0175)
C (-1.4437, -0.2316, 0.3364)
O (-0.9961, -1.3518, 0.4169)
H (2.8867, -0.4713, -0.5956)
H (-2.5228, -0.0827, 0.4451)

Its multiplicity is 1. The orbital gap is 0.3391 Ha. The value obtained for the LUMO energy is -1.13 eV. For the molar mass, the calculation gives 82.06 g mol⁻¹.


Which of them is the most stable? Correct choice: entry y.